1.
{"formula": "C2H5N3S2", "method": "wB97M-V/def2-TZVPD", "species": ["S", "S", "N", "N", "N", "C", "C", "H", "H", "H", "H", "H"], "xyz": [[0.49, -2.03, -0.66], [2.11, 0.23, 0.38], [-1.85, 0.47, 0.17], [-0.44, 0.48, -0.09], [0.10, 1.44, -0.87], [0.42, -0.46, 0.43], [1.38, 1.37, -0.82], [-1.98, 0.49, 1.21], [-2.27, -0.42, -0.11], [-0.32, -2.79, 0.06], [2.14, 1.92, -1.24], [0.22, -0.70, 1.53]], "spin_multiplicity": 1, "e_above_lowest_kcal_mol": 83.15, "charge": 0, "gap_ev": 8.5829, "e_tot_ha": -1039.7509}

***

2.
{"formula": "C2H5N3S2", "method": "wB97M-V/def2-TZVPD", "species": ["S", "S", "N", "N", "N", "C", "C", "H", "H", "H", "H", "H"], "xyz": [[-1.01, 1.49, 0.71], [-1.42, -1.05, -0.83], [1.75, 0.90, -1.26], [1.94, -0.06, -0.28], [1.02, -1.35, 1.42], [-0.49, 0.07, 0.14], [0.90, -0.44, 0.37], [1.23, 1.70, -0.89], [1.96, -1.79, 1.46], [2.69, 1.24, -1.51], [0.29, -2.02, 1.45], [-2.58, -0.36, -0.83]], "spin_multiplicity": 1, "e_above_lowest_kcal_mol": 50.98, "charge": 0, "gap_ev": 7.7855, "e_tot_ha": -1039.8021}

***

3.
{"formula": "C2H5N3S2", "method": "wB97M-V/def2-TZVPD", "species": ["S", "S", "N", "N", "N", "C", "C", "H", "H", "H", "H", "H"], "xyz": [[-2.51, -0.47, 0.24], [-1.11, 2.06, -0.24], [2.05, -0.11, 0.38], [-0.17, -1.57, -0.53], [-0.17, 0.74, -0.04], [-0.88, -0.55, -0.04], [1.26, 0.81, 0.09], [1.55, -0.88, 1.00], [-2.01, 2.03, 0.91], [-0.38, -2.59, -0.55], [0.78, -1.38, -1.04], [1.60, 1.90, -0.15]], "spin_multiplicity": 1, "e_above_lowest_kcal_mol": 63.02, "charge": 0, "gap_ev": 8.7233, "e_tot_ha": -1039.7829}

***

4.
{"formula": "C2H5N3S2", "method": "wB97M-V/def2-TZVPD", "species": ["S", "S", "N", "N", "N", "C", "C", "H", "H", "H", "H", "H"], "xyz": [[-1.83, -0.80, 0.61], [1.31, -1.12, -0.60], [0.26, 1.68, -0.11], [-1.54, 0.15, -0.79], [1.72, -0.07, 0.86], [-0.82, 1.19, -0.84], [1.16, 1.16, 0.77], [2.50, -1.81, -0.51], [-0.21, -0.67, 1.12], [1.67, 2.01, 1.45], [-0.90, 2.08, -1.66], [0.07, 2.69, 0.19]], "spin_multiplicity": 1, "e_above_lowest_kcal_mol": 116.61, "charge": 0, "gap_ev": 8.6446, "e_tot_ha": -1039.6975}

***

5.
{"formula": "C2H5N4O3", "method": "wB97M-V/def2-TZVPD", "species": ["O", "O", "O", "N", "N", "N", "N", "C", "C", "H", "H", "H", "H", "H"], "xyz": [[-3.47, -0.01, -0.50], [0.64, 1.24, 0.60], [1.58, -0.80, -0.12], [-1.47, 0.63, 0.37], [2.75, 1.05, -0.42], [-0.48, 0.72, 1.10], [0.34, -1.44, -0.10], [1.61, 0.51, 0.00], [-2.33, -0.26, 0.08], [3.60, 0.50, -0.41], [-1.96, -1.26, 0.33], [2.71, 2.07, -0.54], [-4.20, -0.59, -0.67], [0.67, -2.37, 0.27]], "spin_multiplicity": 1, "e_above_lowest_kcal_mol": 53.38, "charge": 1, "gap_ev": [6.5944, 9.7173], "e_tot_ha": -523.4243}

***

6.
{"formula": "C2H5N4O4S", "method": "wB97M-V/def2-TZVPD", "species": ["S", "O", "O", "O", "O", "N", "N", "N", "N", "C", "C", "H", "H", "H", "H", "H"], "xyz": [[0.45, -0.95, -1.40], [-0.88, 3.64, 1.45], [1.02, -2.08, -0.42], [0.75, -1.38, -2.79], [-1.54, 1.53, 1.57], [0.50, 2.03, 0.98], [-0.69, 2.42, 1.29], [0.76, 0.50, -1.18], [1.63, 0.03, 1.50], [1.05, 0.88, 0.80], [-1.30, -1.18, -1.18], [-1.47, -2.21, -0.87], [1.65, 0.07, 2.51], [1.44, -1.70, 0.36], [-1.61, -0.44, -0.37], [-1.75, -1.16, -2.28]], "spin_multiplicity": 1, "e_above_lowest_kcal_mol": 151.10, "charge": -1, "gap_ev": 8.7409, "e_tot_ha": -997.2027}